[1]
# C5H10O

An isolated molecule of C5H10O (ωB97M-V/def2-TZVPD, the Open Molecules 2025 dataset).

Geometry as XYZ:
```
16
Properties=species:S:1:pos:R:3:forces:R:3:mulliken_charge:R:1
O 2.7521 -0.2936 0.2093 0.111 0.349 -0.027 -0.541
C 1.4345 -0.5953 0.6306 -0.360 -0.177 0.102 -0.670
C 0.3564 -0.1114 -0.3387 0.121 -0.072 -0.028 0.384
C -0.9720 -0.9081 -0.3694 -0.023 -0.181 -0.004 -0.827
C -1.7716 0.4074 -0.2311 -0.169 0.037 -0.006 -0.428
C -0.4485 1.1770 -0.0018 0.076 0.161 0.036 -0.753
H 2.8030 0.6579 0.0569 0.078 -0.120 0.039 0.305
H 1.4020 -1.6878 0.7058 -0.020 0.132 -0.053 0.287
H 1.2442 -0.1952 1.6420 0.016 -0.075 -0.176 0.311
H 0.8184 -0.0628 -1.3306 -0.098 -0.011 0.077 0.344
H -1.0917 -1.5840 0.4849 0.041 0.123 -0.081 0.288
H -1.1453 -1.4833 -1.2841 0.008 0.063 0.171 0.288
H -2.2961 0.6986 -1.1459 0.106 -0.040 0.130 0.220
H -2.4871 0.4361 0.5962 0.103 0.026 -0.146 0.257
H -0.3169 1.5087 1.0352 0.012 -0.091 -0.151 0.263
H -0.2814 2.0358 -0.6594 -0.004 -0.124 0.116 0.273
```
Positions in Å, forces in eV/Å.

Results
orbital gap = 0.409 Ha
SMILES string = OCC1CCC1
strongest force on any atom = 0.4 eV Å⁻¹
highest occupied orbital energy = -10.1 eV
relative energy (zero: lowest compared OMol25 entry of this formula, charge and spin) = 112.8 kJ/mol
E = -7393.597 eV

---

[2]
# C5H10O

An isolated molecule of C5H10O (ωB97M-V/def2-TZVPD, the Open Molecules 2025 dataset).

Geometry as XYZ:
```
16
Properties=species:S:1:pos:R:3:forces:R:3:mulliken_charge:R:1
C 0.3852 -1.5328 0.0498 0.029 -0.044 0.031 -1.466
C 0.0206 -0.0639 0.1372 -0.053 -0.076 -0.040 1.173
C -1.3529 0.2757 -0.4053 -0.008 0.121 0.374 -0.747
O -1.5513 -0.1921 -1.7254 0.163 0.121 -0.246 -0.516
C 1.1051 0.9703 -0.0451 0.125 0.092 -0.175 -0.751
C 0.5037 0.7321 1.3127 -0.057 0.010 0.197 -0.749
H 1.4678 -1.6830 0.1193 -0.153 0.042 0.042 0.376
H -0.0886 -2.1077 0.8539 0.022 0.086 -0.100 0.296
H 0.0426 -1.9467 -0.9029 0.097 0.029 0.104 0.352
H -1.5106 1.3655 -0.3441 0.023 -0.171 0.009 0.343
H -2.1329 -0.2038 0.1962 0.106 0.026 -0.049 0.295
H -0.8205 0.1444 -2.2605 -0.141 -0.052 0.009 0.335
H 0.8573 1.9043 -0.5454 0.010 -0.167 0.067 0.257
H 2.1205 0.6243 -0.2204 -0.178 0.030 0.023 0.269
H 1.1037 0.2144 2.0570 -0.085 0.074 -0.147 0.276
H -0.1499 1.4989 1.7231 0.100 -0.120 -0.100 0.254
```
Positions in Å, forces in eV/Å.

Results
orbital gap = 0.408 Ha
SMILES string = CC1(CO)CC1
strongest force on any atom = 0.4 eV Å⁻¹
highest occupied orbital energy = -10.1 eV
relative energy (zero: lowest compared OMol25 entry of this formula, charge and spin) = 98.7 kJ/mol
E = -7393.742 eV

---

[3]
# C5H10O

An isolated molecule of C5H10O (ωB97M-V/def2-TZVPD, the Open Molecules 2025 dataset).

Geometry as XYZ:
```
16
Properties=species:S:1:pos:R:3:forces:R:3:mulliken_charge:R:1
C -0.1591 1.7403 1.7259 -0.019 0.126 -0.005 -1.123
C 0.5572 0.7137 0.9066 -0.071 -0.117 -0.090 -0.219
C 0.2131 0.3026 -0.3148 0.231 -0.180 0.285 0.495
O -0.7264 0.9138 -1.1009 -0.037 0.182 0.062 -0.525
C 0.7152 -0.9721 -0.9194 0.078 0.000 -0.044 -0.434
C -0.4514 -1.9409 -1.1422 -0.050 -0.061 -0.032 -1.106
H -1.0325 2.1747 1.2235 0.182 -0.034 0.040 0.304
H -0.5443 1.2494 2.6294 0.116 0.246 -0.052 0.266
H 0.5092 2.5536 2.0209 -0.154 0.013 0.100 0.288
H 1.3876 0.2068 1.3903 -0.222 -0.115 -0.053 0.289
H -0.8915 1.7979 -0.7475 -0.064 -0.180 -0.067 0.297
H 1.2323 -0.7832 -1.8672 -0.094 0.018 0.067 0.295
H 1.4355 -1.4102 -0.2205 -0.057 0.066 -0.177 0.244
H -0.1023 -2.8769 -1.5874 -0.049 0.109 0.043 0.334
H -1.1981 -1.4950 -1.8054 0.114 -0.107 0.067 0.295
H -0.9445 -2.1743 -0.1912 0.095 0.035 -0.144 0.300
```
Positions in Å, forces in eV/Å.

Results
orbital gap = 0.343 Ha
SMILES string = C/C=C(\O)CC
strongest force on any atom = 0.4 eV Å⁻¹
highest occupied orbital energy = -8.4 eV
relative energy (zero: lowest compared OMol25 entry of this formula, charge and spin) = 58.8 kJ/mol
E = -7394.156 eV

---

What is the formula in the second record? C5H10O

---

Which formula does entry 2 have? C5H10O

---

Repeat the second record exactly.
# C5H10O

An isolated molecule of C5H10O (ωB97M-V/def2-TZVPD, the Open Molecules 2025 dataset).

Geometry as XYZ:
```
16
Properties=species:S:1:pos:R:3:forces:R:3:mulliken_charge:R:1
C 0.3852 -1.5328 0.0498 0.029 -0.044 0.031 -1.466
C 0.0206 -0.0639 0.1372 -0.053 -0.076 -0.040 1.173
C -1.3529 0.2757 -0.4053 -0.008 0.121 0.374 -0.747
O -1.5513 -0.1921 -1.7254 0.163 0.121 -0.246 -0.516
C 1.1051 0.9703 -0.0451 0.125 0.092 -0.175 -0.751
C 0.5037 0.7321 1.3127 -0.057 0.010 0.197 -0.749
H 1.4678 -1.6830 0.1193 -0.153 0.042 0.042 0.376
H -0.0886 -2.1077 0.8539 0.022 0.086 -0.100 0.296
H 0.0426 -1.9467 -0.9029 0.097 0.029 0.104 0.352
H -1.5106 1.3655 -0.3441 0.023 -0.171 0.009 0.343
H -2.1329 -0.2038 0.1962 0.106 0.026 -0.049 0.295
H -0.8205 0.1444 -2.2605 -0.141 -0.052 0.009 0.335
H 0.8573 1.9043 -0.5454 0.010 -0.167 0.067 0.257
H 2.1205 0.6243 -0.2204 -0.178 0.030 0.023 0.269
H 1.1037 0.2144 2.0570 -0.085 0.074 -0.147 0.276
H -0.1499 1.4989 1.7231 0.100 -0.120 -0.100 0.254
```
Positions in Å, forces in eV/Å.

Results
orbital gap = 0.408 Ha
SMILES string = CC1(CO)CC1
strongest force on any atom = 0.4 eV Å⁻¹
highest occupied orbital energy = -10.1 eV
relative energy (zero: lowest compared OMol25 entry of this formula, charge and spin) = 98.7 kJ/mol
E = -7393.742 eV